Record 1
{
  "formula": "BH24O10",
  "method": "ωB97M-V with the def2-TZVPD basis set",
  "charge": -1,
  "homo_lumo_gap_ev": 9.0,
  "relative_energy_kcal_mol": 28.61,
  "lumo_energy_ev": 2.620,
  "fmax_ev_per_a": 3.0,
  "species": ["B", "H", "H", "H", "H", "O", "H", "H", "O", "H", "H", "O", "H", "H", "O", "H", "H", "O", "H", "H", "O", "H", "H", "O", "H", "H", "O", "H", "H", "O", "H", "H", "O", "H", "H"],
  "coordinates": [[21.7093, -0.0483, -13.9801], [22.2565, -0.1010, -15.0165], [22.1029, -0.9379, -13.2321], [22.0311, 0.9888, -13.4790], [20.4430, -0.1046, -13.9648], [19.8281, -3.2462, -12.8838], [20.0344, -2.4823, -13.4192], [20.6744, -3.5601, -12.5861], [22.3084, -3.9204, -12.2668], [22.5816, -3.0581, -12.5613], [22.7888, -4.1579, -11.4805], [20.4368, -0.7280, -10.6100], [19.4908, -0.6882, -10.7265], [20.8254, -0.6899, -11.5097], [18.4644, 2.1654, -13.9685], [19.3184, 2.2516, -14.4207], [18.2564, 1.2457, -14.2040], [22.8033, 2.6084, -11.0155], [22.4408, 2.3082, -11.8639], [22.7591, 1.7974, -10.4958], [17.9959, -0.1643, -12.0171], [17.3950, 0.5280, -11.7426], [17.8087, -0.3564, -12.9220], [19.9900, -2.3790, -16.1994], [19.9378, -2.7494, -17.1037], [20.5806, -1.6671, -16.1530], [17.6298, -0.3123, -14.8586], [18.3014, -0.9802, -14.8635], [16.9498, -0.9183, -15.0593], [20.4255, 2.7006, -15.5850], [19.7739, 2.7248, -16.2964], [20.9370, 1.9113, -15.5897], [19.9414, 2.0551, -11.6387], [19.6218, 2.1043, -12.5483], [20.5574, 1.3243, -11.7008]],
  "forces_ev_per_angstrom": [[-1.10, -0.27, 1.19], [0.20, -0.28, -1.26], [0.13, -0.26, 0.00], [0.06, 0.61, 0.29], [0.56, -0.03, -0.40], [-1.36, 0.03, -0.29], [0.13, 0.40, -0.23], [0.56, -0.35, 0.38], [-0.05, -0.97, -0.32], [0.40, 0.82, -0.03], [0.25, 0.22, 0.38], [1.38, -0.10, -0.12], [-0.48, 0.13, -0.54], [-0.56, -0.23, 0.56], [-0.38, -0.50, -0.18], [0.08, 0.60, -0.07], [-0.29, 0.47, 0.32], [0.29, -0.37, -0.15], [-0.04, 0.30, 0.09], [-0.04, 0.13, 0.12], [0.02, -0.42, 1.38], [0.08, 0.33, -0.12], [-0.30, -0.06, -0.93], [-1.98, -2.19, -0.57], [0.36, 0.69, 0.87], [1.61, 1.69, -0.09], [0.35, 0.23, 0.07], [2.00, -0.29, 0.00], [-2.24, -0.51, -0.44], [-0.39, 1.75, -0.19], [0.38, -0.43, 0.07], [0.69, -1.38, -0.24], [0.23, 0.40, 0.05], [-0.57, 0.10, 0.07], [0.01, -0.26, 0.35]],
  "mulliken_charge": [1.01, -0.29, -0.39, -0.43, -0.48, -0.69, 0.22, 0.45, -0.71, 0.32, 0.30, -0.65, 0.36, 0.23, -0.75, 0.38, 0.40, -0.68, 0.30, 0.32, -0.53, 0.26, 0.30, -0.61, 0.27, 0.30, -0.70, 0.35, 0.26, -0.74, 0.32, 0.33, -0.68, 0.55, 0.11]
}



Record 2
{
  "formula": "H2O",
  "method": "ωB97M-V with the def2-TZVPD basis set",
  "smiles": "O",
  "charge": 0,
  "homo_lumo_gap_ev": 12.6,
  "relative_energy_kcal_mol": 1.85,
  "lumo_energy_ev": 1.040,
  "fmax_ev_per_a": 2.6,
  "species": ["O", "H", "H"],
  "coordinates": [[-0.0806, -0.0438, 0.4031], [-0.1649, -0.7027, -0.3716], [0.2455, 0.7466, -0.0315]],
  "forces_ev_per_angstrom": [[-0.25, -1.76, -1.93], [0.17, 1.53, 1.94], [0.08, 0.23, -0.01]],
  "mulliken_charge": [-0.65, 0.33, 0.32]
}



Record 3
{
  "formula": "CH6O",
  "method": "ωB97M-V with the def2-TZVPD basis set",
  "smiles": "C.O",
  "charge": 0,
  "homo_lumo_gap_ev": 10.7,
  "relative_energy_kcal_mol": 29.18,
  "lumo_energy_ev": 0.716,
  "fmax_ev_per_a": 5.0,
  "species": ["C", "H", "H", "H", "H", "O", "H", "H"],
  "coordinates": [[0.2263, -0.1114, -0.9661], [-0.1259, 0.9191, -1.1211], [-0.0079, -0.4290, 0.0607], [-0.2742, -0.7817, -1.6804], [1.3141, -0.1548, -1.1238], [-0.5436, 0.0133, 1.2885], [-0.4390, -0.3684, 2.1894], [-0.1498, 0.9128, 1.3529]],
  "forces_ev_per_angstrom": [[0.66, -0.51, -1.50], [0.08, -0.27, -0.02], [0.79, -0.33, -2.39], [0.22, 0.32, -0.02], [-0.26, 0.07, -0.21], [-0.83, 1.14, 4.77], [-0.25, 0.43, -0.57], [-0.40, -0.85, -0.07]],
  "mulliken_charge": [-0.97, 0.16, 0.28, 0.25, 0.27, -0.66, 0.31, 0.36]
}



Record 4
{
  "formula": "C4H5NO7P",
  "method": "ωB97M-V with the def2-TZVPD basis set",
  "smiles": "O=NC(=O)CCC(=O)O[P@@](=O)([O-])O",
  "charge": -1,
  "homo_lumo_gap_ev": [8.1, 8.0],
  "relative_energy_kcal_mol": 1.92,
  "lumo_energy_ev": [2.530, 2.517],
  "fmax_ev_per_a": 4.6,
  "species": ["O", "N", "C", "O", "C", "C", "C", "O", "O", "P", "O", "O", "O", "H", "H", "H", "H", "H"],
  "coordinates": [[-0.8509, -0.4348, 2.8678], [-0.7207, 0.1310, 1.8226], [-0.6145, 1.2570, 1.1726], [-1.5783, 2.0068, 1.0245], [0.6759, 1.4482, 0.3385], [0.3661, 1.0026, -1.1545], [-0.8541, 0.1902, -1.1638], [-1.8789, 0.5929, -1.6380], [-0.8011, -1.0142, -0.5789], [0.5896, -1.7872, -0.3026], [1.4877, -1.7318, -1.5091], [1.1738, -1.2138, 0.9935], [-0.0981, -3.1709, 0.0655], [0.9600, 2.5386, 0.2861], [1.5692, 0.9396, 0.8534], [1.1526, 0.3785, -1.5836], [0.3349, 1.8287, -1.8677], [-0.9131, -2.9615, 0.3736]],
  "forces_ev_per_angstrom": [[0.23, 1.26, -0.47], [-0.78, -3.22, 1.38], [1.54, 3.37, -0.95], [-0.22, -0.21, 0.52], [1.42, 0.32, 0.31], [1.91, 0.22, 0.47], [-1.05, 0.44, -1.05], [-0.59, -0.30, -0.20], [-1.15, 0.28, -0.87], [4.12, 1.20, 1.53], [-1.33, -0.92, 0.82], [-0.76, -0.68, -1.35], [3.59, -1.86, -2.00], [-0.88, -0.92, 0.36], [-1.55, 0.36, -1.22], [0.27, -0.12, 0.54], [-0.70, 0.17, 0.51], [-4.07, 0.61, 1.66]],
  "mulliken_charge": [-0.51, 0.52, 0.56, -0.64, -0.61, -0.52, 0.39, -0.63, -0.30, 0.97, -0.73, -0.69, -0.53, 0.38, 0.29, 0.30, 0.41, 0.33]
}